Entry 1:
{"formula": "C31H42F3N3O4Si", "method": "the ωB97M-V functional and the def2-TZVPD basis", "orbital_gap_ev": 9.7, "lumo_energy_ha": 0.0246, "smiles": "[H]/N=C(\\N)NCCCC[C@@H]1OC(=O)O[C@H]1CCO[Si](C)(C)C.Fc1ccccc1.Fc1ccccc1.Fc1ccccc1", "homo_energy_ev": -9.03, "symbols": ["H", "N", "C", "N", "N", "C", "C", "C", "C", "C", "O", "C", "O", "O", "C", "C", "C", "O", "Si", "C", "C", "C", "H", "H", "H", "H", "H", "H", "H", "H", "H", "H", "H", "H", "H", "H", "H", "H", "H", "H", "H", "H", "H", "H", "H", "H", "H", "H", "F", "C", "C", "C", "C", "C", "C", "H", "H", "H", "H", "H", "F", "C", "C", "C", "C", "C", "C", "H", "H", "H", "H", "H", "F", "C", "C", "C", "C", "C", "C", "H", "H", "H", "H", "H"], "xyz": [[3.64376, 4.17263, 0.77473], [2.94895, 3.53558, 0.39573], [2.71893, 3.77945, -0.82896], [3.33315, 4.76543, -1.61331], [1.78126, 3.02872, -1.53137], [1.72519, 1.58319, -1.25517], [0.28853, 1.07741, -1.16015], [-0.33755, 1.21307, 0.23478], [0.42793, 0.62478, 1.42434], [0.45103, -0.89858, 1.57647], [0.43473, -1.56010, 0.28953], [-0.83687, -1.89192, -0.00841], [-1.23422, -2.22267, -1.07386], [-1.62350, -1.77995, 1.09036], [-0.80214, -1.49730, 2.23095], [-0.56319, -2.74808, 3.09656], [-0.82867, -4.09780, 2.42604], [0.12556, -5.03480, 2.90033], [-0.10196, -6.67167, 2.71513], [1.06446, -7.47169, 3.92923], [0.29109, -7.22958, 0.98070], [-1.86994, -7.13799, 3.09487], [2.70236, 5.18241, -2.28931], [3.73027, 5.50660, -1.04793], [1.87635, 3.19118, -2.52598], [2.26691, 1.03625, -2.03137], [2.26373, 1.44181, -0.32074], [0.22003, 0.05824, -1.53782], [-0.31799, 1.69210, -1.83230], [-1.34801, 0.79150, 0.20735], [-0.45836, 2.28028, 0.44004], [-0.03238, 1.01274, 2.33877], [1.45084, 1.00361, 1.43610], [1.36509, -1.21351, 2.07505], [-1.30296, -0.74488, 2.83753], [-1.18130, -2.66420, 3.99186], [0.47686, -2.76804, 3.42894], [-0.76394, -4.02079, 1.33688], [-1.84035, -4.44620, 2.65994], [0.60086, -7.52441, 4.91713], [1.35222, -8.47726, 3.61783], [1.96770, -6.86513, 4.02463], [0.16183, -8.31673, 0.94979], [-0.37469, -6.80397, 0.22719], [1.32144, -7.01037, 0.69379], [-2.54277, -6.94674, 2.25582], [-2.25981, -6.61943, 3.97407], [-1.91057, -8.21008, 3.30831], [0.47045, 4.62721, -4.53926], [-0.44233, 5.41279, -3.91840], [-0.28695, 5.64481, -2.56872], [-1.21410, 6.45266, -1.92630], [-2.27047, 7.00506, -2.63778], [-2.39963, 6.74939, -3.99665], [-1.47958, 5.94487, -4.65504], [0.53761, 5.18556, -2.04230], [-1.10953, 6.64448, -0.86656], [-2.99358, 7.63234, -2.13431], [-3.22359, 7.17735, -4.55234], [-1.55758, 5.73211, -5.71219], [5.52980, 6.98370, -1.37453], [5.94430, 7.10509, -2.66080], [5.91393, 5.99189, -3.47556], [6.33566, 6.13648, -4.79035], [6.77563, 7.36633, -5.26032], [6.79421, 8.46451, -4.41171], [6.37389, 8.34196, -3.09477], [5.56125, 5.04704, -3.08582], [6.31747, 5.27891, -5.45006], [7.10308, 7.46893, -6.28606], [7.13756, 9.42482, -4.77332], [6.37604, 9.18167, -2.41356], [-4.77918, -7.78875, 4.12655], [-5.67388, -7.01946, 3.47332], [-5.39566, -5.67790, 3.30333], [-6.31607, -4.89515, 2.62077], [-7.48619, -5.45473, 2.12649], [-7.73800, -6.80676, 2.31480], [-6.82754, -7.60518, 2.99259], [-4.47739, -5.26491, 3.69814], [-6.11344, -3.84249, 2.47279], [-8.19872, -4.83909, 1.59448], [-8.64896, -7.24720, 1.93116], [-6.99841, -8.66148, 3.14822]], "forces_ev_per_a": [[0.0, 0.0, 0.0], [0.3, 0.0, 0.3], [-0.3, -0.1, -0.2], [-0.3, 0.3, 0.3], [0.5, -0.1, -0.4], [-0.2, 0.1, 0.2], [-0.1, 0.1, 0.0], [-0.1, 0.0, 0.0], [0.1, 0.0, 0.1], [-0.1, -0.1, -0.3], [0.0, 0.0, 0.0], [0.0, 0.2, 0.4], [0.0, -0.2, -0.4], [-0.1, 0.0, 0.1], [0.3, 0.0, 0.2], [-0.1, 0.0, 0.0], [0.1, 0.0, -0.1], [-0.2, 0.1, 0.1], [0.1, -0.2, 0.0], [0.0, 0.2, 0.0], [0.0, -0.1, 0.0], [0.0, 0.0, 0.0], [0.1, -0.1, -0.1], [0.1, -0.1, -0.1], [-0.1, 0.0, 0.0], [0.0, 0.1, 0.0], [0.0, -0.1, -0.1], [0.1, 0.0, 0.1], [0.0, -0.1, -0.1], [0.0, 0.1, 0.0], [0.0, 0.0, 0.0], [0.1, 0.0, 0.0], [0.0, 0.0, -0.1], [0.0, -0.1, 0.1], [-0.1, 0.1, -0.2], [0.1, -0.1, 0.0], [0.0, 0.1, 0.0], [0.1, 0.0, 0.0], [0.0, 0.1, -0.1], [0.0, -0.1, 0.0], [0.0, 0.0, 0.0], [0.0, -0.1, 0.0], [0.0, 0.0, -0.1], [0.0, 0.1, 0.0], [0.0, 0.0, 0.0], [0.0, 0.0, 0.0], [0.0, 0.0, 0.0], [-0.1, 0.0, 0.0], [0.0, 0.0, 0.0], [0.0, 0.0, 0.0], [0.0, 0.1, 0.0], [0.0, 0.0, 0.0], [0.0, 0.0, 0.0], [0.0, 0.0, 0.0], [0.0, 0.0, 0.0], [-0.1, 0.0, 0.1], [0.0, 0.0, 0.0], [0.0, 0.0, 0.0], [0.0, 0.0, 0.0], [0.0, 0.0, 0.0], [0.0, 0.0, 0.0], [0.0, 0.0, 0.0], [0.0, 0.0, 0.0], [0.0, 0.0, 0.0], [0.0, 0.0, 0.0], [0.0, 0.0, 0.0], [0.0, 0.0, 0.0], [0.0, 0.0, 0.0], [0.0, 0.0, 0.0], [0.0, 0.0, 0.0], [0.0, 0.0, 0.0], [0.0, 0.0, 0.0], [-0.1, 0.0, 0.1], [0.0, 0.0, 0.0], [0.0, 0.0, 0.0], [0.0, 0.0, 0.0], [0.0, 0.0, 0.0], [0.0, 0.0, 0.0], [0.0, 0.0, 0.0], [0.0, 0.0, 0.0], [0.0, 0.0, 0.0], [0.0, 0.0, 0.0], [0.0, 0.0, 0.0], [0.0, 0.0, 0.0]]}

Entry 2:
{"formula": "C31H42GeReS5Si4", "method": "the ωB97M-V functional and the def2-TZVPD basis", "orbital_gap_ev": 7.3, "total_charge": 1, "lumo_energy_ha": -0.1322, "e_above_lowest_kcal_mol": 0.0, "homo_energy_ev": -10.91, "symbols": ["Re", "S", "C", "S", "C", "C", "S", "S", "S", "C", "Si", "C", "C", "Si", "Si", "C", "C", "C", "Si", "C", "C", "C", "H", "H", "H", "H", "H", "H", "H", "H", "H", "H", "H", "H", "H", "H", "H", "H", "H", "H", "H", "H", "H", "H", "H", "H", "H", "H", "H", "C", "Ge", "C", "C", "C", "C", "C", "C", "C", "C", "C", "C", "C", "C", "C", "C", "C", "C", "C", "C", "H", "H", "H", "H", "H", "H", "H", "H", "H", "H", "H", "H", "H", "H", "H"], "xyz": [[0.17258, -0.03484, 0.12098], [-4.64646, 1.20276, 3.41761], [-3.26176, 0.60980, 2.84057], [-3.15929, -0.84539, 1.88332], [-1.42084, -0.92105, 1.72184], [-0.71096, 0.12246, 2.34182], [0.99966, 0.40892, 2.29267], [-1.70347, 1.35313, 3.10189], [-0.77957, -2.11640, 0.64189], [2.20541, 3.44191, -2.08077], [3.31394, 2.55490, -0.86569], [5.06471, 2.42768, -1.51563], [3.26344, 3.30047, 0.84738], [2.47987, 0.36642, -0.59673], [3.99362, -1.13624, 0.45626], [5.20390, -1.73185, -0.84204], [4.85435, -0.05527, 1.72284], [3.16879, -2.55680, 1.34762], [0.92635, -1.00834, -2.05100], [2.62022, -0.14075, -2.75678], [-0.19398, -0.66615, -3.49192], [1.40039, -2.81457, -2.01720], [2.07697, 4.48946, -1.79698], [1.21347, 2.98907, -2.09086], [2.61286, 3.40662, -3.09326], [5.49271, 3.42805, -1.61957], [5.10054, 1.95874, -2.50136], [5.71242, 1.86301, -0.84271], [3.44520, 4.37621, 0.78569], [4.02386, 2.86564, 1.49809], [2.28799, 3.15625, 1.31551], [5.69521, -0.89717, -1.34837], [4.72588, -2.35717, -1.59906], [5.98554, -2.33046, -0.36818], [5.42654, 0.75055, 1.26041], [5.54967, -0.66314, 2.30729], [4.14498, 0.39015, 2.42429], [2.51557, -3.16502, 0.72352], [2.57790, -2.19008, 2.18813], [3.94850, -3.21051, 1.74831], [2.37840, 0.79330, -3.26377], [2.64476, -0.93617, -3.51076], [3.66752, -0.11484, -2.43968], [0.16414, -1.18455, -4.38477], [-0.27641, 0.39898, -3.71016], [-1.19555, -1.03371, -3.25790], [2.24439, -3.02378, -1.36101], [1.66622, -3.14346, -3.02512], [0.55959, -3.42789, -1.68560], [-0.66131, 1.18977, -0.76913], [-1.81586, 2.64732, -1.46486], [-3.54642, 2.35169, -0.65394], [-4.20045, 1.12479, -0.76801], [-5.48831, 0.96594, -0.27930], [-6.13340, 2.03435, 0.33029], [-5.48713, 3.25465, 0.46207], [-4.19734, 3.41263, -0.02598], [-1.86074, 2.49969, -3.39940], [-0.85770, 3.07517, -4.18048], [-0.84798, 2.90089, -5.55790], [-1.84436, 2.15250, -6.16927], [-2.86034, 1.59601, -5.40455], [-2.86946, 1.77182, -4.02816], [-0.98625, 4.28886, -0.85658], [-1.09487, 5.46389, -1.59768], [-0.51185, 6.63940, -1.14198], [0.17963, 6.65037, 0.06092], [0.28463, 5.48712, 0.81259], [-0.29535, 4.31332, 0.35438], [-3.69985, 0.28011, -1.23308], [-5.98970, 0.01075, -0.37076], [-7.13862, 1.90991, 0.71105], [-5.98514, 4.08335, 0.94805], [-3.69931, 4.37028, 0.07809], [-0.08283, 3.67581, -3.71997], [-0.06832, 3.35728, -6.15446], [-1.83824, 2.01631, -7.24280], [-3.65046, 1.03048, -5.88108], [-3.67756, 1.34438, -3.44516], [-1.63363, 5.46796, -2.53878], [-0.60086, 7.54698, -1.72468], [0.63042, 7.56767, 0.41672], [0.81488, 5.49730, 1.75668], [-0.20573, 3.40615, 0.94522]], "forces_ev_per_a": [[0.0, 0.0, 0.0], [0.0, 0.0, 0.0], [0.0, 0.0, 0.0], [0.0, 0.0, 0.0], [0.0, 0.0, 0.0], [0.0, 0.0, 0.0], [0.0, 0.0, 0.0], [0.0, 0.0, 0.0], [0.0, 0.0, 0.0], [0.0, 0.0, 0.0], [0.0, 0.0, 0.0], [0.0, 0.0, 0.0], [0.0, 0.0, 0.0], [0.0, 0.0, 0.0], [0.0, 0.0, 0.0], [0.0, 0.0, 0.0], [0.0, 0.0, 0.0], [0.0, 0.0, 0.0], [-0.1, -0.1, 0.0], [0.1, 0.1, 0.0], [0.0, 0.0, 0.0], [0.0, 0.0, 0.0], [0.0, 0.0, 0.0], [0.0, 0.0, 0.0], [0.0, 0.0, 0.0], [0.0, 0.0, 0.0], [0.0, 0.0, 0.0], [0.0, 0.0, 0.0], [0.0, 0.0, 0.0], [0.0, 0.0, 0.0], [0.0, 0.0, 0.0], [0.0, 0.0, 0.0], [0.0, 0.0, 0.0], [0.0, 0.0, 0.0], [0.0, 0.0, 0.0], [0.0, 0.0, 0.0], [0.0, 0.0, 0.0], [0.0, 0.0, 0.0], [0.0, 0.0, 0.0], [0.0, 0.0, 0.0], [0.0, 0.0, 0.0], [0.0, 0.0, 0.0], [0.0, 0.0, -0.1], [0.0, 0.0, 0.0], [0.0, 0.0, 0.0], [0.0, 0.0, 0.0], [0.0, 0.0, 0.0], [0.0, 0.0, 0.0], [0.0, 0.0, 0.0], [0.0, 0.0, 0.0], [0.0, 0.0, 0.0], [0.0, 0.0, 0.0], [0.0, 0.0, 0.0], [0.0, 0.0, 0.0], [0.0, 0.0, 0.0], [0.0, 0.0, 0.0], [0.0, 0.0, 0.0], [0.0, 0.0, 0.0], [0.0, 0.0, 0.0], [0.0, 0.0, 0.0], [0.0, 0.0, 0.0], [0.0, 0.0, 0.0], [0.0, 0.0, 0.0], [0.0, 0.0, 0.0], [0.0, 0.0, 0.0], [0.0, 0.0, 0.0], [0.0, 0.0, 0.0], [0.0, 0.0, 0.0], [0.0, 0.0, 0.0], [0.0, 0.0, 0.0], [0.0, 0.0, 0.0], [0.0, 0.0, 0.0], [0.0, 0.0, 0.0], [0.0, 0.0, 0.0], [0.0, 0.0, 0.0], [0.0, 0.0, 0.0], [0.0, 0.0, 0.0], [0.0, 0.0, 0.0], [0.0, 0.0, 0.0], [0.0, 0.0, 0.0], [0.0, 0.0, 0.0], [0.0, 0.0, 0.0], [0.0, 0.0, 0.0], [0.0, 0.0, 0.0]]}